# 1
C7H18F2N3O6PS3 | ωB97M-V with the def2-TZVPD basis set

Structure (ORCA input):
```
! RIJCOSX wB97M-V def2-TZVPD def2/J DEFGRID3
* xyz 0 1
C 4.206 0.765 0.500
C 3.078 1.292 1.332
O 2.872 1.058 2.487
O 2.250 2.125 0.621
C 0.966 2.327 1.192
C 0.001 2.454 0.020
N -1.383 1.923 0.288
C -1.587 0.456 -0.136
C -0.415 -0.489 0.006
C 0.016 -1.035 1.378
S -1.316 -1.145 2.613
P -2.126 2.294 1.918
N -3.558 1.756 2.022
H 5.113 1.322 0.732
H 4.003 0.881 -0.562
H 4.353 -0.286 0.735
H 0.977 3.241 1.790
H 0.727 1.505 1.862
H 0.407 1.947 -0.850
H -0.117 3.501 -0.260
H -2.001 2.468 -0.316
H -2.475 0.099 0.382
H -1.845 0.516 -1.194
H -0.731 -1.345 -0.576
H 0.477 -0.123 -0.508
H 0.860 -0.505 1.813
H 0.371 -2.049 1.200
H -0.714 -0.433 3.573
H -1.162 1.741 2.750
H -1.934 3.686 1.886
H -4.277 2.466 2.092
N -1.275 -3.171 -3.248
S -0.676 -3.783 -1.926
O 0.556 -3.183 -1.499
O -0.861 -5.178 -1.726
F -1.755 -3.106 -0.930
S -0.546 -3.501 -4.616
O -1.044 -2.639 -5.633
O -0.366 -4.890 -4.869
F 0.931 -2.962 -4.344
*
```

- Gap between HOMO and LUMO: 7.683 eV
- HOMO energy: -8.81 eV
- Calculated total energy: -71532.726 eV

***

# 2
C75H52F7IN4O16S | ωB97M-V with the def2-TZVPD basis set

Structure (ORCA input):
```
! RIJCOSX wB97M-V def2-TZVPD def2/J DEFGRID3
* xyz 0 1
C 2.293 1.257 0.043
N 1.265 0.530 -0.706
C 0.264 1.111 -1.303
N -0.686 0.309 -1.874
C -0.230 -0.907 -2.616
O 0.695 -0.809 -3.416
O -0.829 -1.946 -2.267
C -1.728 1.165 -2.446
F -1.223 1.405 -3.711
C -2.995 0.271 -2.403
O -3.423 -0.111 -1.359
C -3.752 -0.248 -3.660
F -3.381 -1.493 -3.949
F -3.449 0.478 -4.769
C -5.289 -0.160 -3.510
F -5.677 1.077 -3.164
F -5.789 -0.371 -4.742
C -5.971 -1.188 -2.544
F -6.995 -1.763 -3.201
F -5.156 -2.168 -2.121
C -6.636 -0.530 -1.291
O -7.689 0.015 -1.361
O -5.960 -0.661 -0.111
C -1.632 2.394 -1.452
C -1.959 1.975 0.033
C -1.241 2.791 1.124
C -1.692 4.255 1.284
S -3.357 4.264 2.017
N -2.238 3.653 -1.811
C -2.211 4.036 -3.241
C -3.180 3.443 -4.265
O -1.458 4.889 -3.612
C -3.650 3.788 -1.466
C -4.121 5.218 -1.204
O -4.426 2.879 -1.451
N -0.129 2.420 -1.397
C 0.584 3.447 -2.146
C 2.100 3.494 -2.030
O 2.607 3.992 -1.077
I 3.443 2.727 -3.529
H 2.712 0.573 0.783
H 3.114 1.548 -0.614
H 1.913 2.144 0.542
H 1.356 -0.477 -0.724
H -6.566 -1.139 0.475
H -1.811 0.905 0.169
H -3.028 2.067 0.252
H -0.155 2.732 1.096
H -1.537 2.319 2.069
H -1.582 4.851 0.378
H -1.018 4.694 2.025
H -3.438 5.463 2.628
H -3.785 4.261 -4.659
H -3.836 2.679 -3.855
H -2.566 3.021 -5.058
H -4.756 5.489 -2.054
H -4.769 5.145 -0.334
H -3.301 5.917 -1.061
H 0.321 3.396 -3.209
H 0.216 4.423 -1.815
C 1.362 7.361 -1.825
C 2.056 8.411 -2.418
C 1.672 9.720 -2.169
C 0.588 9.981 -1.339
C -0.120 8.923 -0.765
C 0.280 7.617 -1.003
C -1.314 9.171 0.087
O -1.925 8.245 0.586
C -1.744 10.578 0.304
C -2.888 10.832 1.051
C -3.293 12.138 1.272
C -2.553 13.196 0.754
C -1.415 12.948 0.004
C -1.011 11.640 -0.231
C 0.196 11.391 -1.068
O 0.840 12.314 -1.522
H 1.660 6.339 -2.009
H 2.895 8.208 -3.070
H 2.211 10.541 -2.623
H -0.263 6.799 -0.548
H -3.460 10.009 1.456
H -4.187 12.334 1.850
H -2.868 14.216 0.933
H -0.841 13.769 -0.403
C 5.983 -4.037 5.306
C 5.677 -5.392 5.373
C 4.685 -5.924 4.565
C 3.986 -5.100 3.693
C 4.278 -3.734 3.642
C 5.285 -3.208 4.444
C 3.514 -2.831 2.746
O 3.771 -1.640 2.692
C 2.426 -3.407 1.917
C 1.670 -2.567 1.113
C 0.658 -3.080 0.318
C 0.402 -4.448 0.321
C 1.149 -5.293 1.126
C 2.158 -4.776 1.933
C 2.935 -5.690 2.815
O 2.718 -6.883 2.823
H 6.765 -3.627 5.932
H 6.217 -6.036 6.055
H 4.451 -6.978 4.611
H 5.518 -2.154 4.393
H 1.876 -1.505 1.118
H 0.069 -2.420 -0.309
H -0.383 -4.849 -0.306
H 0.950 -6.356 1.132
C 12.363 -6.986 1.387
C 13.109 -6.072 0.650
C 12.539 -4.878 0.242
C 11.216 -4.596 0.559
C 10.460 -5.524 1.280
C 11.042 -6.714 1.701
C 9.028 -5.263 1.591
O 8.372 -6.066 2.223
C 8.419 -3.996 1.102
C 7.070 -3.758 1.333
C 6.491 -2.577 0.897
C 7.260 -1.625 0.235
C 8.604 -1.860 -0.004
C 9.186 -3.049 0.420
C 10.624 -3.300 0.128
O 11.296 -2.472 -0.452
H 12.813 -7.915 1.712
H 14.138 -6.292 0.396
H 13.119 -4.163 -0.327
H 10.458 -7.425 2.269
H 6.475 -4.498 1.851
H 5.442 -2.395 1.074
H 6.807 -0.700 -0.098
H 9.203 -1.124 -0.523
C -6.263 -4.752 -2.385
C -6.013 -6.070 -2.751
C -6.235 -7.097 -1.845
C -6.696 -6.807 -0.566
C -6.925 -5.480 -0.195
C -6.718 -4.462 -1.111
C -7.372 -5.132 1.179
O -7.571 -3.974 1.496
C -7.559 -6.235 2.159
C -7.924 -5.932 3.465
C -8.114 -6.950 4.384
C -7.949 -8.277 4.000
C -7.581 -8.585 2.701
C -7.376 -7.567 1.778
C -6.947 -7.916 0.394
O -6.801 -9.074 0.062
H -6.102 -3.964 -3.093
H -5.646 -6.297 -3.743
H -6.047 -8.124 -2.127
H -6.911 -3.441 -0.822
H -8.055 -4.900 3.760
H -8.393 -6.712 5.402
H -8.105 -9.072 4.718
H -7.447 -9.616 2.402
*
```

- Gap between HOMO and LUMO: 7.618 eV
- HOMO energy: -8.93 eV
- Calculated total energy: -155297.276 eV

***

# 3
C20H46NO10S4V | ωB97M-V with the def2-TZVPD basis set

Structure (ORCA input):
```
! RIJCOSX wB97M-V def2-TZVPD def2/J DEFGRID3
* xyz 0 1
O -1.737 0.778 -0.743
V -0.481 1.521 -0.973
O -0.791 3.139 -1.300
C -0.389 -1.113 4.148
C 1.004 -0.490 4.289
C 1.679 -1.086 5.615
C 2.300 -2.532 5.416
C 3.404 -2.460 4.345
C 2.897 -1.930 2.959
N 1.890 -0.752 3.151
O 1.550 -0.130 1.901
C 2.284 -3.170 2.300
C 4.085 -1.432 2.124
C 0.834 1.060 4.557
H -0.924 -0.846 3.237
H -1.104 -0.912 4.947
H -0.345 -2.201 4.096
H 1.022 -1.060 6.484
H 2.522 -0.456 5.898
H 1.544 -3.244 5.085
H 2.705 -2.849 6.377
H 4.005 -3.326 4.067
H 4.162 -1.863 4.852
H 3.003 -3.893 1.917
H 1.866 -2.750 1.386
H 1.476 -3.665 2.839
H 4.827 -2.192 1.878
H 4.740 -0.702 2.600
H 3.723 -1.059 1.166
H 0.241 1.583 3.807
H 1.804 1.541 4.427
H 0.570 1.225 5.602
C -2.535 -3.634 0.869
C -2.665 -4.016 -0.608
O -4.028 -4.184 -0.817
C -4.687 -3.547 0.089
O -5.872 -3.214 0.095
O -3.868 -3.095 1.023
H -1.818 -2.814 0.852
H -2.223 -4.405 1.574
H -2.173 -4.982 -0.721
H -2.431 -3.347 -1.436
C 1.524 -1.584 -5.247
S 1.915 -2.221 -3.526
O 0.853 -1.474 -2.685
C 1.360 -3.958 -3.634
H 2.094 -2.121 -6.005
H 1.804 -0.540 -5.389
H 0.517 -1.849 -5.570
H 1.622 -4.523 -2.739
H 1.984 -4.438 -4.387
H 0.331 -4.102 -3.964
C -5.250 4.747 1.568
S -6.578 3.679 2.172
O -7.413 3.344 0.918
C -5.376 2.272 2.601
H -4.447 5.052 2.239
H -5.880 5.541 1.167
H -4.801 4.292 0.685
H -5.963 1.454 3.017
H -4.540 2.424 3.284
H -4.979 1.841 1.682
C -0.955 3.361 -6.124
S -1.901 1.864 -5.889
O -1.747 1.698 -4.404
C -3.616 2.418 -6.195
H -1.119 3.884 -7.066
H 0.100 3.123 -6.263
H -1.080 4.041 -5.281
H -4.380 1.681 -5.947
H -3.730 2.538 -7.273
H -3.768 3.326 -5.612
C 4.101 4.354 -3.788
S 3.870 2.707 -2.902
O 2.402 2.403 -2.681
C 4.584 3.249 -1.296
H 3.206 4.976 -3.808
H 4.228 4.044 -4.826
H 4.917 4.881 -3.294
H 4.647 2.360 -0.670
H 3.891 3.945 -0.824
H 5.506 3.818 -1.412
*
```

- Gap between HOMO and LUMO: 3.199 eV
- HOMO energy: -5.34 eV
- Calculated total energy: -112466.555 eV
- ΔE to the lowest compared entry with this formula, charge and spin: 226.67 kcal per mole

***

# 4
C41H35BBrClF40O9 | ωB97M-V with the def2-TZVPD basis set

Structure (ORCA input):
```
! RIJCOSX wB97M-V def2-TZVPD def2/J DEFGRID3
* xyz 0 1
C -6.311 -0.715 7.448
C -5.690 -0.025 6.318
C -4.087 -0.058 6.264
C -3.243 -0.259 7.559
C -1.677 -0.340 7.525
Cl -0.640 -0.625 8.996
C -0.927 -0.205 6.139
B 0.717 -0.324 6.100
O 1.286 -1.440 5.339
C 1.595 0.809 6.857
C 2.738 0.184 7.815
C -1.761 -0.001 4.855
C -3.339 0.071 4.887
C -4.140 0.237 3.496
O -5.177 0.927 3.358
C -3.455 -0.536 2.249
Br -4.640 -1.342 0.899
C -2.023 -0.595 2.224
O -1.326 -1.303 1.172
C -1.000 -2.595 1.820
C -1.813 -3.829 1.186
C -1.129 0.115 3.375
O -0.070 0.726 3.105
H -6.369 -0.145 8.436
H -6.716 -1.785 7.332
H -6.307 0.472 5.500
H -3.717 -0.381 8.589
H 1.270 -1.152 4.389
H 0.871 1.399 7.527
H 2.044 1.542 6.090
H 2.396 -0.807 8.298
H 3.693 0.076 7.201
H 2.892 0.943 8.668
H -1.277 -2.579 2.945
H 0.131 -2.793 1.763
H -1.373 -4.137 0.160
H -1.720 -4.777 1.845
H -2.942 -3.638 1.093
F 2.693 -1.992 -4.073
C 2.584 -2.732 -2.954
F 2.900 -3.999 -3.312
C 1.183 -2.680 -2.347
F 0.265 -3.226 -3.183
F 1.182 -3.468 -1.230
C 0.698 -1.284 -1.912
O -0.137 -0.584 -2.840
C 0.528 0.130 -3.859
F 1.844 0.198 -3.575
F 0.069 1.400 -3.789
C 0.247 -0.440 -5.252
F 0.598 -1.745 -5.339
F 0.958 0.223 -6.198
H 3.335 -2.393 -2.238
H 0.056 -1.440 -1.041
H 1.513 -0.656 -1.542
H -0.815 -0.361 -5.499
F 1.251 -6.799 -8.699
C 2.162 -5.973 -8.154
F 3.377 -6.509 -8.438
C 1.992 -5.815 -6.642
F 2.204 -6.987 -5.997
F 2.972 -4.970 -6.203
C 0.640 -5.223 -6.179
O -0.362 -6.160 -5.754
C -1.163 -6.753 -6.756
F -0.973 -6.108 -7.923
F -2.445 -6.507 -6.400
C -0.949 -8.267 -6.865
F 0.340 -8.576 -7.121
F -1.683 -8.784 -7.881
H 2.101 -5.006 -8.658
H 0.855 -4.643 -5.277
H 0.240 -4.491 -6.886
H -1.237 -8.768 -5.938
F 0.544 4.237 -9.729
C 1.769 4.221 -9.173
F 2.205 5.507 -9.179
C 2.752 3.323 -9.927
F 2.979 3.789 -11.179
F 3.954 3.394 -9.280
C 2.379 1.828 -10.009
O 1.734 1.383 -11.212
C 0.333 1.555 -11.299
F -0.154 1.890 -10.089
F -0.174 0.331 -11.577
C -0.076 2.535 -12.404
F 0.485 3.750 -12.231
F -1.418 2.722 -12.408
H 1.675 3.908 -8.131
H 3.325 1.280 -10.001
H 1.854 1.481 -9.115
H 0.226 2.163 -13.385
F 6.133 4.453 10.153
C 5.869 3.572 9.171
F 4.737 4.011 8.563
C 5.674 2.146 9.688
F 4.586 2.059 10.491
F 5.406 1.351 8.609
C 6.884 1.520 10.413
O 6.885 1.566 11.848
C 7.363 2.749 12.459
F 7.967 3.520 11.533
F 8.339 2.358 13.310
C 6.275 3.492 13.242
F 5.226 3.819 12.458
F 6.757 4.651 13.753
H 6.677 3.616 8.438
H 6.849 0.451 10.187
H 7.837 1.858 9.997
H 5.901 2.878 14.065
F -7.193 5.092 -1.331
C -7.641 4.882 -0.080
F -8.025 6.096 0.394
C -6.583 4.264 0.835
F -5.537 5.107 1.012
F -7.148 4.107 2.070
C -6.046 2.880 0.413
O -4.802 2.858 -0.306
C -4.856 3.065 -1.703
F -6.135 2.996 -2.120
F -4.227 2.004 -2.261
C -4.152 4.356 -2.138
F -4.676 5.443 -1.532
F -4.285 4.551 -3.473
H -8.531 4.250 -0.131
H -5.821 2.348 1.342
H -6.808 2.268 -0.076
H -3.087 4.318 -1.897
*
```

- Gap between HOMO and LUMO: 6.103 eV
- Structure (SMILES): C=Cc1cc(Cl)c(B(O)CC)c2c1C(=O)C(Br)=C(OCC)C2=O.FC(F)C(F)(F)COC(F)(F)C(F)F.FC(F)C(F)(F)COC(F)(F)C(F)F.FC(F)C(F)(F)COC(F)(F)C(F)F.FC(F)C(F)(F)COC(F)(F)C(F)F.FC(F)C(F)(F)COC(F)(F)C(F)F
- HOMO energy: -8.04 eV
- Calculated total energy: -253441.651 eV

***

- What is the formula in the fourth record?
  C41H35BBrClF40O9